(1)
# C15H20Cl2N4O3OsS

A molecular structure, C15H20Cl2N4O3OsS in a non-equilibrium geometry (ωB97M-V with the def2-TZVPD basis set, OMol25).

```
46
Properties=species:S:1:pos:R:3:forces:R:3
Os -0.173435 0.521427 0.266878 -0.554 0.304 -1.614
O 1.404664 0.721920 -1.341243 0.725 0.042 0.666
C 2.734531 1.312578 -1.161560 0.036 0.160 -0.090
C 2.935835 1.349102 0.320556 0.104 -0.101 0.070
C 2.948207 -0.090372 0.878139 0.118 0.120 0.011
C 2.135667 -0.200718 2.115146 -0.366 -0.329 0.058
C 2.659035 -0.456610 3.368410 0.061 0.021 0.044
C 1.821127 -0.579697 4.462681 0.008 0.020 0.043
C 0.448031 -0.437435 4.294594 0.016 -0.076 0.073
C -0.028444 -0.159869 3.041324 0.111 0.155 -0.091
N 0.794970 -0.044767 1.970775 0.132 -0.279 0.379
H 1.204787 0.597285 -2.276406 -0.330 -0.031 0.081
H 2.758387 2.304490 -1.608391 -0.132 0.017 -0.028
H 3.471313 0.673728 -1.648338 -0.102 -0.084 -0.080
H 2.118769 1.938815 0.753873 0.085 0.041 0.082
H 3.849236 1.884021 0.578985 0.009 -0.016 -0.059
H 3.965690 -0.431025 1.056072 -0.006 0.019 0.071
H 2.505680 -0.775796 0.150484 0.083 -0.034 -0.027
H 3.730297 -0.560191 3.473153 -0.014 -0.015 0.001
H 2.232825 -0.780016 5.443561 -0.006 -0.009 -0.020
H -0.240852 -0.537514 5.120763 0.013 0.020 -0.005
H -1.087565 -0.020651 2.859471 0.014 0.047 -0.004
Cl -0.726126 5.377417 1.123459 -0.037 0.025 0.076
C -0.499109 4.473064 -0.347109 0.036 0.122 -0.097
Cl 1.057120 4.831345 -1.135922 -0.011 -0.010 0.008
C -0.478726 2.993502 -0.092255 0.068 -0.408 0.229
O -0.626185 2.159457 -1.045501 -0.203 -0.009 0.274
O -0.256190 2.475888 1.043428 0.047 0.530 -0.090
H -1.291617 4.717190 -1.048084 0.011 0.005 -0.061
N 0.107417 -2.502263 -0.624449 -0.004 0.095 0.089
C 0.015046 -1.402436 -0.284036 0.199 -0.138 -0.335
C -2.030278 -0.456700 -3.225911 -0.007 -0.113 0.020
N -2.445179 -1.459722 -2.255544 -0.055 0.111 -0.168
C -2.792881 -2.836839 -2.672822 -0.009 0.018 0.017
C -3.131615 -3.538917 -1.342306 0.025 0.041 0.012
N -3.040545 -2.422853 -0.384451 -0.212 -0.116 0.005
C -2.605096 -1.329099 -0.965927 0.016 -0.190 0.444
S -2.355863 0.193938 -0.080066 0.046 -0.028 -0.084
H -1.253085 -0.884849 -3.858607 0.022 0.008 0.036
H -1.651595 0.425608 -2.716948 -0.019 0.016 0.013
H -2.873534 -0.171688 -3.854177 -0.022 -0.008 0.004
H -1.941496 -3.285191 -3.180472 0.051 0.005 0.032
H -3.636174 -2.804670 -3.361131 -0.024 0.040 -0.001
H -2.405799 -4.305664 -1.082050 0.055 0.019 0.013
H -4.129153 -3.968666 -1.333872 -0.033 0.017 -0.004
H -3.198097 -2.506561 0.605828 0.060 -0.022 0.006
```
Positions in Å, forces in eV/Å.

**Frontier orbital gap (spin up / spin down)**: 0.2592 / 0.2490 Eh
**Molar mass**: 597.6 g/mol
**Relative energy (zero: lowest compared OMol25 entry of this formula, charge and spin)**: 1.014 eV
**Charge**: +2
**E_HOMO (spin up / spin down)**: -15.9 / -15.9 eV
**E**: -66314.2694 eV
**LUMO level (spin up / spin down)**: -0.3263 / -0.3364 hartree

(2)
# C17H30NO8P

4 unconnected molecules or ions with the total composition C17H30NO8P in a non-equilibrium geometry (ωB97M-V with the def2-TZVPD basis set, OMol25).

```
57
Properties=species:S:1:pos:R:3:forces:R:3
C 4.167735 -1.561710 -0.163854 -0.366 0.896 0.677
C 4.206582 -0.016445 -0.555112 0.163 -1.137 1.042
O 4.109434 0.162955 -2.003460 -2.346 1.448 1.529
P 2.668724 0.967694 -2.329016 2.145 -0.120 -2.485
O 2.632191 1.201368 -3.798395 -0.515 -0.187 1.531
C 1.316870 -0.167884 -1.745148 -0.132 -0.323 0.436
C -0.151799 0.292709 -2.112958 -0.023 -0.164 0.286
C -1.183937 0.061039 -0.964693 -1.128 -0.238 1.898
C -0.864959 0.208237 0.510483 -2.270 -0.433 -0.848
C -1.876100 0.023413 1.564950 -0.011 -0.092 -2.659
C -3.245119 -0.347074 1.205158 1.034 0.086 -1.376
C -3.565987 -0.533491 -0.204826 1.995 0.406 0.538
C -2.555820 -0.319430 -1.271618 0.041 -0.057 2.059
C -3.260310 -0.601855 -2.627630 0.290 0.108 2.466
O -2.852947 -0.531484 -3.747891 -0.340 0.029 0.402
N -4.620599 -0.970530 -2.253540 -1.058 1.110 -0.509
C -4.918218 -0.957977 -0.853341 3.135 0.737 0.714
O -5.942311 -1.197550 -0.274771 0.144 0.202 -0.853
O 2.774214 2.416553 -1.506920 -1.069 -2.191 0.077
C 1.592866 2.750388 -0.757784 -0.372 2.287 0.955
C 1.905940 4.035634 0.135935 -0.258 -1.450 0.599
H 3.697706 -2.182536 -0.963885 0.696 0.528 0.478
H 3.495745 -1.652284 0.739600 0.751 -0.003 -0.853
H 5.177686 -1.902289 0.164288 -0.836 0.032 -0.608
H 3.341606 0.448871 -0.006380 0.756 -0.125 -0.685
H 5.124119 0.486057 -0.140634 -0.814 -0.569 -0.755
H 1.488531 -1.148240 -2.275710 0.223 1.121 0.481
H 1.447976 -0.400385 -0.654119 -0.275 0.242 -0.988
H -0.150478 1.372963 -2.418962 -0.187 -0.964 0.315
H -0.486437 -0.286230 -3.015182 0.256 0.668 0.909
H 0.155385 0.466867 0.863518 -0.852 -0.247 -0.537
H -1.565437 0.186187 2.625593 -0.450 -0.235 -1.096
H -4.010998 -0.476928 2.009648 0.698 0.053 -0.947
H -5.232145 -0.268594 -2.688324 -0.298 -1.049 -0.511
H 0.739681 3.064073 -1.426998 0.876 -0.795 0.433
H 1.295958 1.950424 -0.032075 0.147 0.477 -0.980
H 2.641489 4.722485 -0.342726 -0.741 -0.530 0.332
H 0.936406 4.536686 0.411253 1.009 -0.288 -0.505
H 2.306078 3.622403 1.108332 -0.035 0.788 -0.974
C -0.894799 -4.143325 -0.409397 -0.155 0.182 0.190
O -0.458321 -2.857138 0.013932 0.093 0.013 -0.009
H -0.123153 -4.583879 -1.038655 0.002 0.098 0.047
H -1.060952 -4.784834 0.459657 -0.037 -0.163 -0.129
H -1.820314 -4.051442 -0.984260 0.002 -0.196 -0.051
H -1.154642 -2.484481 0.568045 0.130 0.055 -0.079
C 5.915683 -0.802620 3.558677 0.013 0.290 -0.030
O 5.537944 -0.208968 2.321594 -0.053 0.073 -0.047
H 5.824756 -1.883701 3.467856 -0.026 0.076 -0.090
H 6.951661 -0.546538 3.793321 -0.008 -0.131 0.154
H 5.257019 -0.451197 4.356796 0.085 -0.135 0.129
H 5.625875 0.745238 2.424326 -0.003 -0.119 -0.071
C -6.755078 1.786107 1.985042 0.078 -0.367 -0.162
O -7.052474 0.397892 1.986509 0.107 0.098 0.123
H -7.385344 2.278743 2.723982 0.012 -0.073 -0.028
H -5.704101 1.943670 2.246227 -0.008 0.247 -0.001
H -6.959436 2.210190 0.997788 0.048 0.216 0.061
H -6.483645 -0.017802 1.325751 -0.264 -0.184 0.004
```
Positions in Å, forces in eV/Å.

**Frontier orbital gap**: 0.3256 Eh
**SMILES**: CCOP(=O)(CCc1cccc2c1C(=O)NC2=O)OCC.CO.CO.CO
**Molar mass**: 407.4 g/mol
**E_HOMO**: -10.0 eV
**E**: -45273.4666 eV
**LUMO level**: -0.0401 hartree